[1]
Density functional theory data (ωB97M-V with the def2-TZVPD basis set) for the molecule C2H5NO2 in a non-equilibrium geometry.

The LUMO energy is 0.6 eV. The net charge is 0. As for the molar mass: 75.07 Da. Its orbital gap is 10.27 eV. Its HOMO energy is -9.703 eV.

Element x y z (Å)
1 O -1.738 -0.796 -0.017
2 C -1.158 0.414 0.063
3 C 0.308 0.442 -0.215
4 N 1.108 -0.653 -0.201
5 O 2.454 -0.112 0.199
6 H -1.202 -1.632 0.312
7 H -1.822 1.039 -0.545
8 H -1.330 0.892 1.074
9 H 0.689 1.413 -0.366
10 H 2.691 -1.007 -0.305

Results of the Löwdin charge analysis, in e, for atoms 1 through 8: O -0.0838; C -0.3313; C -0.0900; N -0.0055; O -0.1444; H 0.1628; H 0.1266; H 0.1385

[2]
Density functional theory data (ωB97M-V with the def2-TZVPD basis set) for the molecule C2H5NO2 in a non-equilibrium geometry.

The LUMO energy is 0.5 eV. The net charge is 0. As for the molar mass: 75.07 Da. Its orbital gap is 10.53 eV. Its HOMO energy is -10.032 eV.

Element x y z (Å)
1 C 0.639 -0.089 0.947
2 N -0.288 -0.694 0.011
3 C -0.741 -0.074 -1.095
4 O -1.293 -0.600 -2.039
5 O -0.569 1.289 -1.242
6 H 1.570 -0.667 1.050
7 H 0.997 0.899 0.681
8 H 0.345 -0.096 1.999
9 H -0.426 -1.679 0.146
10 H -0.234 1.712 -0.458

Results of the Löwdin charge analysis, in e, for atoms 1 through 8: C -0.0814; N 0.0442; C -0.6008; O 0.0748; O 0.0964; H 0.0875; H 0.0776; H 0.0838

[3]
Density functional theory data (ωB97M-V with the def2-TZVPD basis set) for the molecule C2H5NO2.

The LUMO energy is 0.7 eV. The net charge is 0. As for the molar mass: 75.07 Da. Its orbital gap is 10.44 eV. Its HOMO energy is -9.746 eV.

Element x y z (Å)
1 N 1.434 0.027 0.227
2 C 0.358 -0.748 -0.072
3 O 0.399 -1.963 -0.134
4 C -0.957 -0.007 -0.303
5 O -0.949 1.356 0.065
6 H 2.317 -0.451 0.316
7 H 1.432 1.015 0.040
8 H -1.191 -0.052 -1.371
9 H -1.732 -0.583 0.217
10 H -1.112 1.407 1.015

Results of the Löwdin charge analysis, in e, for atoms 1 through 8: N 0.1643; C -0.5361; O 0.0430; C -0.1777; O -0.0618; H 0.1112; H 0.0983; H 0.1320

[4]
Density functional theory data (ωB97M-V with the def2-TZVPD basis set) for a cluster of 2 separate species, C2H5NO2 in total in a non-equilibrium geometry.

The LUMO energy (spin up / spin down) is 0.4 / 0.4 eV. The net charge is 0. As for the molar mass: 75.07 Da. Its orbital gap (spin up / spin down) is 8.12 / 8.11 eV. Its HOMO energy (spin up / spin down) is -7.754 / -7.750 eV.

Element x y z (Å)
1 C -0.295 0.597 -0.188
2 C -1.322 -0.376 0.094
3 N 2.502 0.123 0.216
4 O 0.050 1.701 -0.294
5 O 1.387 -0.628 0.127
6 H -2.406 -0.213 0.469
7 H -1.576 -0.762 -0.940
8 H -0.717 -1.115 0.751
9 H 2.474 0.964 0.740
10 H 2.781 0.480 -0.639

Results of the Löwdin charge analysis, in e, for atoms 1 through 8: C -0.2287; C -0.0441; N -0.0925; O 0.1733; O -0.2585; H 0.1220; H 0.1161; H 0.1204

[5]
Density functional theory data (ωB97M-V with the def2-TZVPD basis set) for the molecule C2H5NO2.

The LUMO energy is 0.5 eV. The net charge is 0. As for the molar mass: 75.07 Da. Its orbital gap is 8.72 eV. Its HOMO energy is -8.244 eV.

Element x y z (Å)
1 N 1.224 0.018 -0.469
2 C 0.149 -0.772 0.347
3 O 0.424 -1.854 0.793
4 C -1.037 -0.094 -0.104
5 O -1.035 1.321 0.028
6 H 2.020 -0.564 -0.713
7 H 1.489 0.922 -0.087
8 H 0.132 0.005 -1.112
9 H -1.993 -0.580 0.094
10 H -1.316 1.529 0.929

Results of the Löwdin charge analysis, in e, for atoms 1 through 8: N 0.0973; C -0.4819; O 0.0824; C -0.2240; O -0.0913; H 0.1198; H 0.1108; H 0.1934

[6]
Density functional theory data (ωB97M-V with the def2-TZVPD basis set) for a cluster of 2 separate species, C2H5NO2 in total in a non-equilibrium geometry.

The LUMO energy is 0.6 eV. The net charge is 0. As for the molar mass: 75.07 Da. Its orbital gap is 10.74 eV. Its HOMO energy is -10.107 eV.

Element x y z (Å)
1 N 0.722 0.051 -1.028
2 C 1.764 0.291 -0.219
3 O 1.698 0.340 0.997
4 H 0.739 0.466 -1.950
5 H -0.195 0.047 -0.613
6 H 2.636 0.743 -0.711
7 C -1.836 -0.490 0.888
8 O -2.289 0.617 0.862
9 H -2.411 -1.357 0.480
10 H -0.829 -0.707 1.295

Results of the Löwdin charge analysis, in e, for atoms 1 through 8: N 0.1230; C -0.4158; O 0.0031; H 0.1035; H 0.0521; H 0.1254; C -0.1666; O 0.0063

[7]
Density functional theory data (ωB97M-V with the def2-TZVPD basis set) for the molecule C2H5NO2 in a non-equilibrium geometry.

The LUMO energy is 0.5 eV. The net charge is 0. As for the molar mass: 75.07 Da. Its orbital gap is 9.37 eV. Its HOMO energy is -8.850 eV.

Element x y z (Å)
1 C 0.250 -1.215 -0.482
2 C -1.552 1.637 0.304
3 N -1.386 0.343 0.168
4 O -2.096 -0.602 -0.470
5 O -0.005 0.025 0.154
6 H -0.240 -2.038 0.036
7 H 1.247 -1.385 -0.989
8 H -2.635 1.946 0.200
9 H -0.216 -0.945 -1.414
10 H -1.638 -1.424 -0.385

Results of the Löwdin charge analysis, in e, for atoms 1 through 8: C -0.0906; C 0.0993; N -0.3000; O 0.0254; O -0.1356; H 0.0967; H 0.1334; H 0.0320

[8]
Density functional theory data (ωB97M-V with the def2-TZVPD basis set) for a cluster of 2 separate species, C2H5NO2 in total in a non-equilibrium geometry.

The LUMO energy is 0.1 eV. The net charge is 0. As for the molar mass: 75.07 Da. Its orbital gap is 9.56 eV. Its HOMO energy is -9.437 eV.

Element x y z (Å)
1 C 0.386 1.777 0.503
2 C -0.309 0.440 0.171
3 H 1.326 1.534 1.646
4 H -0.573 2.131 1.009
5 H 0.821 2.148 -0.537
6 H 1.062 -1.245 0.833
7 H 0.702 -1.398 -1.845
8 N 0.733 -0.545 -0.092
9 O -1.315 0.052 0.422
10 O 0.198 -1.634 -0.985

Results of the Löwdin charge analysis, in e, for atoms 1 through 8: C -0.0363; C -0.6675; H 0.2159; H 0.0718; H 0.1060; H 0.2170; H 0.1170; N -0.0684

[9]
Density functional theory data (ωB97M-V with the def2-TZVPD basis set) for the molecule C2H5NO2 in a non-equilibrium geometry.

The LUMO energy is 0.8 eV. The net charge is 0. As for the molar mass: 75.07 Da. Its orbital gap is 10.47 eV. Its HOMO energy is -9.625 eV.

Element x y z (Å)
1 C -1.541 0.106 0.020
2 C 0.106 0.272 -0.475
3 O 0.461 0.845 -1.483
4 N 0.947 -0.351 0.398
5 O 2.363 -0.553 0.325
6 H -2.090 0.992 0.256
7 H -2.094 -0.322 -0.872
8 H -1.461 -0.431 0.950
9 H 0.652 -0.552 1.377
10 H 2.657 -0.006 -0.496

Results of the Löwdin charge analysis, in e, for atoms 1 through 8: C 0.0257; C -0.4597; O 0.0345; N -0.0281; O -0.0351; H 0.0408; H 0.0890; H 0.0326

[10]
Density functional theory data (ωB97M-V with the def2-TZVPD basis set) for the ion C2H5NO2P with charge +1 in a non-equilibrium geometry.

The LUMO energy (spin up / spin down) is -7.4 / -7.2 eV. The net charge is +1. As for the molar mass: 106.04 Da. Its orbital gap (spin up / spin down) is 7.83 / 8.00 eV. Its HOMO energy (spin up / spin down) is -15.268 / -15.245 eV.

Element x y z (Å)
1 O -2.148 -1.169 -0.300
2 P -1.248 0.137 -0.422
3 N -0.369 0.099 -1.729
4 O 0.834 0.436 -1.548
5 C 1.272 0.592 -0.165
6 C 0.180 0.023 0.725
7 H -2.797 -1.274 0.403
8 H 1.531 1.664 0.218
9 H 2.222 -0.076 0.080
10 H 0.311 -0.958 1.094
11 H 0.212 0.526 1.642

Results of the Löwdin charge analysis, in e, for atoms 1 through 8: O -0.1499; P 1.0005; N -0.0677; O -0.0485; C -0.1530; C -0.2274; H 0.1107; H 0.1757

[11]
Density functional theory data (ωB97M-V with the def2-TZVPD basis set) for a structure of composition C2H5NO2S in a non-equilibrium geometry.

The LUMO energy (spin up / spin down) is -1.3 / -1.7 eV. The net charge is 0. As for the molar mass: 107.13 Da. Its orbital gap (spin up / spin down) is 7.62 / 7.05 eV. Its HOMO energy (spin up / spin down) is -8.873 / -8.699 eV.

Element x y z (Å)
1 C 2.018 0.317 -0.326
2 C -0.521 -0.567 -0.084
3 N -1.657 -1.124 -0.706
4 O -2.771 -0.860 -0.324
5 O -1.343 -1.819 -1.686
6 S 0.877 -0.549 -1.153
7 H 1.733 0.668 0.766
8 H -0.212 1.840 1.483
9 H 2.919 0.563 -0.787
10 H -0.771 0.150 0.691
11 H -0.273 1.382 2.126

Results of the Löwdin charge analysis, in e, for atoms 1 through 8: C -0.3441; C -0.3424; N -0.5273; O 0.0637; O -0.0723; S 1.0589; H 0.0552; H 0.0613

[12]
Density functional theory data (ωB97M-V with the def2-TZVPD basis set) for a structure of composition C2H5NO2S in a non-equilibrium geometry.

The LUMO energy is -0.3 eV. The net charge is 0. As for the molar mass: 107.13 Da. Its orbital gap is 10.72 eV. Its HOMO energy is -10.984 eV.

Element x y z (Å)
1 C 0.099 0.480 0.228
2 C -0.544 1.847 0.352
3 N -0.307 -0.328 -0.809
4 O -0.519 -2.836 -0.078
5 O 1.610 -1.634 0.289
6 S 0.389 -1.819 -0.473
7 H 0.754 0.232 1.080
8 H -1.060 1.911 -0.532
9 H 0.154 2.641 0.420
10 H -1.162 1.822 1.314
11 H 0.586 -2.314 -1.790

Results of the Löwdin charge analysis, in e, for atoms 1 through 8: C -0.1719; C -0.0526; N -0.0847; O -0.3502; O -0.3724; S 0.5935; H 0.1170; H 0.0384

Energy relative to the best compared isomer or geometry (same formula, charge and spin) (computed, kcal/mol): 104.34 11.15 7.30 114.60 90.83 35.84 184.60 142.60 66.00 88.79 160.40 59.88